[1]
# C6H10N

An isolated ion of composition C6H10N and charge +1 in a non-equilibrium geometry (ωB97M-V with the def2-TZVPD basis set, OMol25).

Results
* expectation value of S²: 2.008
* total energy: -288.8177 hartree
* highest occupied orbital energy (alpha / beta): -12.0 / -14.8 eV
* spin multiplicity: 3
* net charge: +1
* strongest force on any atom: 8.61 eV/A
* energy above the lowest of the compared OMol25 structures with the same formula, charge and spin: 5.201 eV

CARTESIAN COORDINATES (ANGSTROEM)
C: -0.716096 0.204331 -1.905302
C: -1.756378 0.063589 -1.129547
C: -0.370278 0.513821 1.725867
C: -0.475042 -0.373509 -0.578812
C: -0.258682 -1.851731 -0.188681
C: 1.281482 1.390201 0.121437
N: 0.207234 0.621489 0.553072
H: -0.196835 0.538196 -2.769874
H: -2.826515 0.200164 -0.924048
H: -0.253308 1.343375 2.516286
H: -1.172660 -0.283299 1.708548
H: -0.749661 -1.881251 0.827782
H: 0.778208 -2.014108 -0.354461
H: -0.806065 -2.559854 -0.656660
H: 1.450790 2.126791 1.003531
H: 1.012245 1.937585 -0.847071
H: 2.199227 0.760358 -0.083902

Force components x, y, z for each atom (eV/Å):
C -0.3252 -0.0587 1.1281
C -0.4442 0.8349 -0.6521
C -3.3209 -0.5796 7.0456
C -0.3755 0.6888 0.3911
C 0.3746 3.6238 3.0940
C 0.6964 1.6978 1.2686
N 1.4494 -1.9700 -8.2594
H -0.0182 0.0596 -0.6181
H 0.6979 -0.2394 -0.2205
H -0.7077 -1.2775 -1.6174
H 1.2037 1.2788 1.0116
H 1.6987 -0.6309 -0.4384
H 0.9427 -0.7401 0.8754
H -1.9442 -1.5959 -2.4927
H 0.3594 -0.9911 -1.7916
H 0.3055 -0.7031 1.0502
H -0.5921 0.6026 0.2256

---

[2]
# C4H12

A 2-piece molecular cluster, C4H12 overall in a non-equilibrium geometry (ωB97M-V with the def2-TZVPD basis set, OMol25).

Results
* total energy: -159.5722 hartree
* highest occupied orbital energy: -11.6 eV
* spin multiplicity: 1
* SMILES string: CC.CC
* strongest force on any atom: 2.48 eV/A
* energy above the lowest of the compared OMol25 structures with the same formula, charge and spin: 0.348 eV

CARTESIAN COORDINATES (ANGSTROEM)
C: -0.043515 2.242897 0.103550
C: 0.849822 1.867075 1.309378
H: 0.614254 2.232653 -0.768985
H: -0.855384 1.524007 0.055372
H: -0.432182 3.250521 0.190190
H: 1.058489 0.821953 1.467577
H: 0.313010 2.260995 2.188470
H: 1.739182 2.494858 1.375622
C: -0.744308 -1.824866 -0.104900
C: -0.043375 -2.440015 -1.326755
H: -0.209687 -1.972291 0.826879
H: -0.801532 -0.734582 -0.224897
H: -1.805906 -2.060294 -0.143405
H: -0.563392 -2.100851 -2.225344
H: 0.962314 -2.037135 -1.444157
H: -0.037795 -3.524927 -1.278589

Force components x, y, z for each atom (eV/Å):
C 1.4279 -0.5963 0.3320
C -1.1055 2.0101 0.9380
H -0.5669 -0.2527 -0.3542
H -0.1231 0.1000 -0.4427
H -0.1300 0.1052 0.1640
H 0.1260 -0.2807 -0.2622
H -0.0082 -0.6661 0.1098
H 0.3723 -0.4002 -0.4885
C -0.0108 1.0935 -1.0869
C -0.2399 0.7878 0.1915
H -0.3787 -0.4999 0.2290
H 0.3918 -0.0446 -0.0749
H 0.0421 -0.6666 0.7123
H -0.1204 -0.3332 -0.0378
H 0.1864 -0.2998 0.1944
H 0.1370 -0.0566 -0.1237

---

[3]
# C31H41ClF4N2O14S2

A 4-piece molecular cluster, C31H41ClF4N2O14S2 overall in a non-equilibrium geometry (ωB97M-V with the def2-TZVPD basis set, OMol25).

Results
* total energy: -4024.7544 hartree
* highest occupied orbital energy: -8.8 eV
* spin multiplicity: 1
* SMILES string: CCOc1c(CCCCS(=O)(=O)Cl)c(S)c(CCCCCN)c2c1C(=O)N(CCCF)C2=O.O=C1OC[C@@H](F)O1.O=C1OC[C@@H](F)O1.O=C1OC[C@@H](F)O1
* strongest force on any atom: 1.90 eV/A

CARTESIAN COORDINATES (ANGSTROEM)
C: 1.067514 -0.375998 -3.711728
C: 1.827536 -1.559152 -3.097600
O: 1.522062 -1.854679 -1.716138
C: 0.922705 -0.853317 -1.024274
C: 1.611792 0.279963 -0.526441
C: 3.118406 0.333053 -0.776186
C: 3.786438 -0.797571 0.086844
C: 4.582141 -1.852348 -0.735443
C: 4.111311 -3.303158 -0.478872
S: 3.959301 -4.289316 -1.985897
O: 2.634587 -4.832569 -2.131150
O: 4.471906 -3.582009 -3.133096
Cl: 5.261669 -5.873206 -1.651386
C: 0.940651 1.291571 0.177760
S: 1.908431 2.663162 0.786185
C: -0.453000 1.192558 0.448845
C: -1.228390 2.245558 1.202062
C: -1.451983 3.534536 0.359231
C: -2.522280 3.258360 -0.747494
C: -3.728055 4.205805 -0.677374
C: -4.644317 3.849868 0.536889
N: -5.038096 5.054684 1.309234
C: -1.089923 0.047647 0.000639
C: -0.427170 -0.958237 -0.738151
C: -1.447146 -2.042544 -1.061949
O: -1.436171 -2.869038 -1.915195
N: -2.479156 -1.812964 -0.114656
C: -2.664996 -2.763496 0.981254
C: -1.759526 -2.502451 2.211682
C: -0.601789 -3.482075 2.356389
F: -1.083240 -4.777442 2.331790
C: -2.530472 -0.420731 0.147216
O: -3.531162 0.195894 0.358745
H: 1.520387 0.568717 -3.410663
H: -0.008810 -0.404175 -3.549850
H: 1.221311 -0.438874 -4.794390
H: 1.627985 -2.452177 -3.691320
H: 2.897366 -1.366826 -3.224336
H: 3.329383 0.203626 -1.834818
H: 3.517418 1.274464 -0.407753
H: 4.413859 -0.371670 0.864072
H: 2.992135 -1.338573 0.613939
H: 5.620120 -1.800808 -0.423346
H: 4.548309 -1.570374 -1.784873
H: 4.846636 -3.798180 0.157361
H: 3.158771 -3.352008 0.049565
H: 1.122523 3.747764 0.623858
H: -2.226264 1.880025 1.450493
H: -0.730164 2.457825 2.154737
H: -0.537658 3.786739 -0.178764
H: -1.769982 4.362299 0.997539
H: -2.026742 3.293252 -1.722305
H: -2.876982 2.231365 -0.634260
H: -3.436231 5.259434 -0.655322
H: -4.331350 4.074189 -1.585441
H: -4.117021 3.204751 1.240239
H: -5.559203 3.372869 0.186992
H: -4.182012 5.478597 1.642051
H: -5.499976 5.707569 0.689851
H: -3.705054 -2.742088 1.305810
H: -2.408672 -3.750411 0.591060
H: -2.384650 -2.627065 3.104565
H: -1.346137 -1.491197 2.269307
H: 0.209121 -3.333469 1.638609
H: -0.168601 -3.340685 3.352662
O: 6.896010 0.102542 -0.205948
C: 7.309727 0.299725 0.886844
O: 8.586718 0.650978 1.172922
C: 8.660301 0.933358 2.574542
C: 7.487890 0.153833 3.113103
F: 6.931070 0.757391 4.190131
O: 6.571720 0.195668 2.030629
H: 8.545196 2.005965 2.737226
H: 9.612111 0.609888 2.988421
H: 7.710353 -0.886206 3.358979
O: -3.701660 -2.251079 6.274707
C: -4.492003 -2.933900 5.719843
O: -4.484060 -3.190959 4.384997
C: -5.505721 -4.160975 4.126411
C: -6.429017 -3.967616 5.302275
F: -7.030239 -5.126800 5.666683
O: -5.538376 -3.563266 6.326831
H: -5.064798 -5.158811 4.109543
H: -5.989861 -3.971001 3.171260
H: -7.189700 -3.197936 5.158735
O: 0.195733 2.405687 -5.101165
C: -0.765750 3.071828 -5.275098
O: -1.580632 3.519195 -4.284559
C: -2.543233 4.397567 -4.874148
C: -2.547774 3.937338 -6.310461
F: -2.795261 4.959734 -7.166200
O: -1.215896 3.489226 -6.493398
H: -2.202607 5.429899 -4.779210
H: -3.512166 4.295753 -4.390318
H: -3.237465 3.117710 -6.520586

Force components x, y, z for each atom (eV/Å):
C 0.6235 -0.4185 -0.2355
C -0.1604 0.3450 -0.9812
O 0.4344 0.2403 -0.2040
C -0.9799 0.4568 0.4527
C 0.6979 0.2176 -0.5072
C -0.3532 -0.6623 1.3157
C -0.3365 -0.6282 -0.5404
C -0.1410 0.2863 0.4995
C 0.4792 0.2799 0.2732
S -1.0512 0.2285 -1.5125
O 0.8397 -0.0079 0.7427
O 0.2849 -0.2785 0.9672
Cl -0.2406 0.3185 0.0795
C -0.7707 -0.0622 -0.2198
S 0.3770 0.0512 0.2978
C -0.1788 -0.0371 -0.0028
C 0.0285 0.6014 0.0377
C -0.4867 -0.9488 -0.5265
C 0.3625 0.3112 0.1099
C -0.3588 -1.0816 -0.1156
C 0.3046 1.5112 -0.0363
N -0.0547 -0.7715 -0.0625
C 0.1007 -0.2939 -0.6525
C -0.2852 0.4302 0.0550
C 1.1218 1.1429 1.0144
O 0.0349 -0.6334 -0.1087
N -0.8451 -0.2610 -0.5644
C 0.1992 0.0699 0.1708
C -0.1751 -0.4214 0.2753
C 0.0294 0.8506 0.8313
F 0.0341 -0.3205 -0.3598
C 1.3988 -0.2456 -0.0251
O -0.3346 0.1600 0.5883
H -0.4197 0.1084 0.1535
H 0.0555 0.0791 0.2011
H -0.0095 -0.0034 0.1070
H -0.1696 -0.1807 0.4578
H -0.0074 -0.0670 0.2777
H 0.1128 0.0898 0.0135
H -0.0230 0.0726 -0.5057
H 0.0828 0.1376 -0.0926
H 0.0350 0.1823 0.0154
H 0.0880 0.0157 -0.2803
H 0.0251 -0.3001 -0.0342
H -0.1041 -0.2092 -0.2050
H -0.1566 -0.1175 -0.4568
H -0.1476 -0.5937 -0.0496
H 0.1885 -0.2048 0.0258
H 0.1520 0.1040 -0.1702
H -0.0323 0.3319 0.2798
H 0.1728 -0.0151 0.0051
H -0.1620 0.1279 0.0243
H -0.1166 0.1096 -0.0530
H 0.1224 -0.0797 0.1780
H 0.1258 0.1090 -0.0086
H -0.1379 -0.2178 -0.1600
H 0.1411 -0.2481 0.1331
H -0.0935 0.3067 0.0447
H 0.0551 0.1741 0.0428
H -0.0002 -0.0914 -0.1893
H -0.3841 0.0181 -0.0691
H 0.1469 0.0728 -0.1325
H -0.1286 0.0151 -0.1925
H -0.2516 -0.3219 -0.3494
H 0.0767 0.0221 -0.0936
O 0.0299 0.1616 0.1758
C 0.0757 0.1515 -0.3447
O -0.1716 -0.0623 0.2140
C 0.4155 0.0604 -0.0057
C -0.2748 0.2973 0.1210
F -0.0296 -0.0710 -0.0630
O 0.3108 -0.2909 -0.0273
H -0.1613 -0.0371 0.0763
H 0.0325 -0.0830 -0.2105
H -0.0709 0.0221 0.1104
O 0.0300 -0.0598 0.0010
C 0.3055 0.1021 0.1226
O -0.2938 -0.1231 0.1794
C 0.0557 -0.0004 -0.5016
C 0.0686 -0.3430 0.2421
F 0.0099 0.0899 0.0341
O -0.1164 0.2723 -0.3289
H -0.0932 -0.0342 0.1675
H 0.1276 0.1825 0.0002
H -0.0880 -0.0945 0.0491
O 0.0451 0.0596 -0.0345
C 0.2425 -0.0439 0.1128
O -0.0659 0.0435 -0.2536
C -0.2371 0.0522 0.3526
C 0.1984 0.3020 -0.2133
F 0.0302 -0.0934 -0.0023
O -0.2996 -0.2277 0.2331
H 0.0195 0.0018 -0.1809
H 0.1096 -0.1659 0.1106
H -0.0390 0.0757 -0.1100